Computed, not measured: a cluster of 6 separate species, C6H24N12O6 in total in a non-equilibrium geometry, with ωB97M-V with the def2-TZVPD basis set.

The geometry in ORCA input format:
```
! RIJCOSX wB97M-V def2-TZVPD def2/J DEFGRID3
* xyz -1 2
C -0.0254 -3.9475 0.9673
O -0.0835 -5.1666 0.8943
N 0.8196 -3.1386 0.4160
N -0.6795 -3.1921 1.7828
H 0.6640 -2.1643 0.6322
H 1.4585 -3.5171 -0.2686
H -1.3043 -3.6755 2.4121
H -0.7784 -2.1922 1.6797
C -3.4697 -2.0469 -3.0057
O -3.5483 -3.1792 -2.5575
N -4.4795 -1.1482 -2.8595
N -2.3535 -1.5835 -3.5377
H -4.5120 -0.3008 -3.4081
H -5.3291 -1.5009 -2.4425
H -1.4680 -2.0678 -3.5756
H -2.3253 -0.6244 -3.8531
C 4.9907 1.6555 2.1304
O 6.1415 1.3339 2.4092
N 4.2737 2.5069 2.8197
N 4.1717 1.0609 1.3478
H 3.2921 2.2979 2.9339
H 4.7376 3.0774 3.5120
H 4.6054 0.4291 0.6899
H 3.2772 0.8811 1.7808
C -0.0389 0.4059 -0.0102
O 0.3657 -0.5378 0.5960
N -0.5831 0.2682 -1.2281
N -0.0249 1.5951 0.3852
H -1.1100 1.0298 -1.6310
H -0.8374 -0.6867 -1.4369
H 0.6408 1.8594 1.0973
H -0.0341 2.1603 -0.4518
C -1.7829 2.1481 -4.0653
O -2.5027 1.1447 -3.9728
N -1.8132 3.0490 -3.0833
N -0.9899 2.5169 -4.9580
H -1.4190 3.9642 -3.2477
H -2.5316 2.8048 -2.4167
H -0.1472 3.0657 -4.8649
H -1.0003 1.9965 -5.8235
C 0.9911 0.2451 4.0318
O 1.5667 0.9933 3.2696
N -0.0662 0.6235 4.6403
N 1.3012 -1.0060 4.1669
H -0.1756 1.6268 4.6809
H -0.7146 -0.0471 5.0275
H 0.7676 -1.6211 4.7643
H 2.0632 -1.3958 3.6307
*
```

Values from the calculation:
E: -1351.659392 a.u.
<S²>: 0.75
Energy relative to the best compared isomer or geometry (same formula, charge and spin): 1.299 eV
Gap between HOMO and LUMO (alpha / beta): 0.0732 / 0.3270 Eh

Results of the Mulliken charge analysis, in e, for atoms 1 through 8:
1 C 0.45
2 O -0.72
3 N -0.28
4 N -0.29
5 H 0.48
6 H 0.16
7 H 0.18
8 H 0.21



Computed, not measured: a cluster of 2 separate species, C2H4FNO3 in total in a non-equilibrium geometry, with ωB97M-V with the def2-TZVPD basis set.

The geometry in ORCA input format:
```
! RIJCOSX wB97M-V def2-TZVPD def2/J DEFGRID3
* xyz 0 1
C -0.8329 0.1699 -1.6365
C 0.1894 -0.6528 0.6070
N -0.0145 0.4377 1.4057
O -1.0538 0.4905 2.0833
O 0.9648 1.1638 1.6910
O 1.4714 -0.8257 0.2065
F 0.3178 -0.1148 -2.2667
H -1.0174 1.2401 -1.6071
H -1.5979 -0.5037 -1.8710
H -0.2947 -1.5012 0.9654
H 1.8677 0.0962 0.4224
*
```

Values from the calculation:
E: -458.714767 a.u.
Energy relative to the best compared isomer or geometry (same formula, charge and spin): 4.078 eV
Gap between HOMO and LUMO (alpha / beta): 0.3132 / 0.2906 Eh

Results of the Mulliken charge analysis, in e, for atoms 1 through 8:
1 C -0.25
2 C -0.30
3 N 1.01
4 O -0.56
5 O -0.66
6 O -0.40
7 F -0.20
8 H 0.27



Computed, not measured: a cluster of 2 separate species, C29H29F5N3O2 in total in a non-equilibrium geometry, with ωB97M-V with the def2-TZVPD basis set.

The geometry in ORCA input format:
```
! RIJCOSX wB97M-V def2-TZVPD def2/J DEFGRID3
* xyz 1 1
C 5.2802 -1.5031 -3.9018
O 4.4077 -0.3491 -3.8751
C 3.0637 -0.5307 -3.8030
C 2.2655 0.6380 -3.7932
C 0.8953 0.5504 -3.6263
C 0.2766 -0.7009 -3.4410
N -1.0925 -0.7479 -3.1798
C 1.0645 -1.8685 -3.4750
C 2.4336 -1.7958 -3.7066
H 6.2798 -1.0696 -3.9259
H 5.1539 -2.1178 -3.0002
H 5.1058 -2.1037 -4.8048
H 2.7719 1.5923 -3.9117
H 0.2952 1.4602 -3.6074
H -1.4519 -1.6204 -2.8095
H -1.6854 -0.3620 -3.9103
H 0.5938 -2.8436 -3.3441
H 3.0330 -2.7046 -3.7956
C -0.8999 0.3949 5.2525
N -0.5323 0.5546 3.8612
C 0.7176 0.9741 3.4959
O 1.6032 1.3335 4.2652
C 0.7743 0.9598 1.9623
C 1.7399 -0.0835 1.4083
C 3.1332 0.1875 1.8732
C 3.6821 -0.4972 2.9571
F 2.9477 -1.4609 3.5693
C 4.9370 -0.1854 3.4660
F 5.4192 -0.8296 4.5476
C 5.6885 0.8208 2.8548
F 6.9052 1.1362 3.3347
C 5.1869 1.4837 1.7338
F 5.9205 2.4415 1.1318
C 3.9220 1.1560 1.2563
F 3.4284 1.8290 0.1791
N -0.6143 0.6886 1.6038
C -0.9755 0.6237 0.3083
C -2.2543 0.3105 -0.1288
C -2.6625 0.3496 -1.4612
C -4.0206 0.0974 -1.8721
C -4.4183 0.2559 -3.2277
C -5.7504 0.1082 -3.6058
C -6.7357 -0.1981 -2.6540
C -6.3667 -0.3665 -1.3132
C -5.0313 -0.2598 -0.9302
C -1.4818 0.3716 2.7659
C -1.9706 -1.0865 2.7443
C -2.6445 1.3681 2.9048
H -0.0049 0.5135 5.8676
H -1.6432 1.1470 5.5471
H -1.3274 -0.6017 5.4150
H 1.0794 1.9632 1.6129
H 1.4218 -1.0783 1.7531
H 1.6900 -0.0413 0.3139
H -0.1895 0.8586 -0.4139
H -2.9864 0.0493 0.6313
H -1.9802 0.8265 -2.1658
H -3.6658 0.5248 -3.9733
H -6.0361 0.2405 -4.6507
H -7.7799 -0.3028 -2.9487
H -7.1228 -0.5841 -0.5560
H -4.7732 -0.4288 0.1177
H -1.1016 -1.7605 2.7734
H -2.6030 -1.2637 3.6239
H -2.5499 -1.3062 1.8445
H -2.2343 2.3684 3.1030
H -3.2438 1.4147 1.9929
H -3.2873 1.0603 3.7400
*
```

Values from the calculation:
E: -1936.276360 a.u.
Energy relative to the best compared isomer or geometry (same formula, charge and spin): 0.000 eV
Gap between HOMO and LUMO: 0.2021 Eh

Results of the Mulliken charge analysis, in e, for atoms 1 through 8:
1 C -0.85
2 O -0.43
3 C 0.76
4 C -0.79
5 C -0.18
6 C 0.07
7 N -0.32
8 C -0.89



Computed, not measured: a cluster of 2 separate species, C6H12ClF in total in a non-equilibrium geometry, with ωB97M-V with the def2-TZVPD basis set.

The geometry in ORCA input format:
```
! RIJCOSX wB97M-V def2-TZVPD def2/J DEFGRID3
* xyz 0 1
C -1.8570 1.8424 0.2594
C 1.9538 -2.0104 0.4182
C 2.4505 0.4490 0.3033
C -2.0068 0.8038 -0.8566
C -2.2488 -0.5733 -0.2961
C 1.8155 -0.7244 -0.2659
F 0.7852 -0.6450 -1.1126
Cl -3.8512 -0.9114 0.2572
H -2.8107 1.9647 0.8522
H -0.9620 1.4708 0.8822
H -1.5383 2.8219 -0.2031
H 1.2238 -2.1714 1.2227
H 2.9608 -2.0871 0.7999
H 1.7958 -2.8790 -0.2456
H 2.7822 0.0795 1.2711
H 3.3067 0.8920 -0.1676
H 1.6985 1.1660 0.4515
H -1.0876 0.7903 -1.4637
H -2.8290 1.1467 -1.4436
H -1.5812 -1.4249 -0.6629
*
```

Values from the calculation:
E: -795.725166 a.u.
Energy relative to the best compared isomer or geometry (same formula, charge and spin): 1.874 eV
Gap between HOMO and LUMO (alpha / beta): 0.3195 / 0.2762 Eh

Results of the Mulliken charge analysis, in e, for atoms 1 through 8:
1 C -0.88
2 C -1.12
3 C -0.95
4 C -0.35
5 C -0.29
6 C 0.52
7 F -0.28
8 Cl -0.19